# 1
The following is a DFT calculation (wB97M-V/def2-TZVPD) of 12 unconnected molecules or ions with the total composition C46H122N6O18.

Calculated values
Energy = -95463.3503 eV
Gap between HOMO and LUMO = 9.009 eV

Last column: Mulliken charge in e.
Positions of all 192 atoms, in Å:
O1 3.02 1.96 -2.25  -0.73
O2 4.45 -2.81 5.50  -0.60
O3 2.32 -3.36 1.34  -0.11
O4 -5.13 -1.94 1.26  -0.30
O5 -5.42 2.27 -2.06  -0.27
O6 -2.24 3.35 2.25  -0.63
O7 -3.51 -1.77 -0.99  -0.05
O8 -3.21 7.88 1.63  -0.34
O9 -0.76 -6.73 -1.28  -0.30
O10 -0.25 4.45 -4.85  -0.28
O11 -0.04 1.11 3.48  0.54
O12 3.01 4.74 0.53  0.08
O13 -1.40 -0.23 -0.41  1.09
O14 2.58 -4.19 -2.78  -0.42
O15 3.97 -1.17 0.67  0.06
O16 3.32 -3.02 -6.51  -0.26
O17 -1.31 -3.36 4.58  -0.04
O18 -0.31 -0.53 -3.05  0.25
N1 0.78 -4.47 -0.51  0.42
N2 2.68 2.58 2.87  -0.49
N3 -1.76 5.66 0.77  0.00
N4 -3.97 -3.38 3.71  -0.18
N5 -2.35 3.93 -3.22  -0.35
N6 3.55 0.23 -4.73  -0.36
C1 6.11 -0.86 1.54  -1.23
C2 -4.45 8.52 1.54  -0.73
C3 -0.26 5.10 -3.59  -1.11
C4 -5.35 -2.87 3.56  -0.79
C5 2.84 -1.23 6.64  -1.10
C6 0.61 4.81 -5.90  -0.92
C7 3.81 -5.17 0.77  -0.75
C8 3.99 -1.87 -5.91  -1.23
C9 4.10 0.19 -3.39  -1.53
C10 -2.24 -4.27 5.17  -0.91
C11 -0.81 -0.65 0.82  0.01
C12 4.11 -3.68 -7.46  -0.77
C13 -1.05 4.26 -2.63  1.56
C14 0.45 -3.51 -1.65  -0.73
C15 3.36 5.97 -0.06  -0.83
C16 3.64 2.77 1.73  0.13
C17 -4.42 2.61 -2.99  -0.69
C18 -5.55 -0.60 1.44  -0.94
C19 2.22 1.20 2.78  0.95
C20 3.14 0.55 -2.28  1.93
C21 -3.12 2.32 1.95  -0.14
C22 -0.46 0.21 -4.25  -0.87
C23 -3.84 -2.26 -2.31  -0.84
C24 -1.92 -1.10 1.86  -0.04
C25 3.00 -4.41 1.88  -0.23
C26 1.74 2.34 -1.74  1.10
C27 1.27 0.82 3.91  -1.04
C28 -3.17 3.09 -2.35  1.42
C29 -3.62 -3.67 5.12  -0.81
C30 -1.62 -7.47 -2.05  -0.88
C31 -2.50 7.98 0.44  -0.62
C32 3.03 -1.13 -4.99  1.10
C33 2.10 -4.83 -3.85  -0.33
C34 -1.13 3.41 1.29  1.66
C35 -1.45 -5.68 -0.61  -0.54
C36 -1.38 7.08 0.56  -0.68
C37 -0.86 1.55 4.55  -0.93
C38 -0.66 4.85 1.23  -1.26
C39 1.69 -3.09 -2.39  0.00
C40 -0.41 -4.95 0.19  -0.28
C41 4.96 -1.84 1.36  0.70
C42 -5.96 3.40 -1.40  -0.68
C43 -0.17 -4.11 4.39  -0.54
C44 4.03 4.16 1.36  -1.19
C45 3.05 -2.32 5.59  0.39
C46 -5.81 -2.83 2.15  -0.76
H1 -2.28 -0.64 -0.37  -0.51
H2 3.09 -1.68 0.78  0.10
H3 2.58 -3.25 5.81  0.25
H4 -0.32 -5.08 3.92  0.34
H5 -0.43 2.39 5.12  0.42
H6 1.82 3.45 -1.56  -0.14
H7 -4.62 -1.63 -2.68  0.35
H8 2.75 0.84 -4.75  0.25
H9 -0.13 -5.76 0.89  0.27
H10 4.52 2.26 2.13  0.18
H11 -0.08 -1.39 0.69  0.08
H12 1.80 -0.93 6.58  0.31
H13 3.29 -1.57 7.57  0.32
H14 -2.46 5.61 1.51  0.35
H15 4.26 -6.15 1.01  0.43
H16 -2.96 -2.09 -2.88  0.10
H17 3.32 -5.29 -0.18  0.01
H18 1.51 1.84 -0.71  0.03
H19 -0.84 7.35 1.46  0.43
H20 -0.69 7.09 -0.25  0.34
H21 -3.34 -2.66 3.38  -0.02
H22 1.78 -3.74 0.55  -0.01
H23 -6.07 -3.52 4.16  0.49
H24 3.47 -0.38 6.32  0.30
H25 5.34 -2.67 0.73  -0.13
H26 -2.08 9.04 0.41  0.33
H27 -5.41 -1.94 3.98  0.42
H28 -0.36 2.73 1.59  -0.37
H29 -5.35 -0.10 2.39  0.29
H30 -1.72 -0.67 2.88  0.42
H31 -4.14 -2.06 -0.30  0.29
H32 3.67 -4.06 2.68  0.32
H33 -4.36 -4.31 5.53  0.51
H34 4.96 -2.19 5.01  0.31
H35 -0.29 5.22 2.21  0.80
H36 2.67 -2.12 4.64  -0.10
H37 1.88 3.21 2.77  0.25
H38 -6.90 -2.58 2.13  0.39
H39 0.61 -3.51 3.84  -0.16
H40 4.95 3.99 0.80  0.45
H41 0.84 3.87 -6.39  0.23
H42 2.32 -5.16 2.33  0.22
H43 0.28 4.87 0.58  -0.09
H44 2.34 -2.57 -1.74  0.23
H45 1.46 -0.18 4.20  -0.30
H46 -5.19 7.88 0.96  0.26
H47 7.04 -1.07 2.14  0.30
H48 6.46 -0.79 0.51  0.33
H49 1.53 1.46 4.75  0.46
H50 -1.95 -4.40 6.17  0.48
H51 -1.09 0.72 5.24  0.22
H52 0.02 5.43 -6.58  0.27
H53 -0.97 -8.17 -2.59  0.27
H54 2.44 6.50 -0.46  0.13
H55 -4.17 1.64 -3.54  0.17
H56 -1.48 0.46 -4.46  0.36
H57 -0.86 -4.13 0.79  -0.17
H58 -5.18 3.82 -0.80  0.21
H59 -1.77 1.95 4.10  0.04
H60 4.62 -0.77 -3.25  0.34
H61 4.07 5.75 -0.90  0.28
H62 -6.34 4.17 -2.06  0.33
H63 1.48 5.32 -5.62  0.40
H64 -4.06 -3.33 -2.39  0.26
H65 2.88 -1.68 -4.08  -0.53
H66 -0.49 3.43 -2.31  -0.88
H67 -2.59 2.24 -1.96  -0.49
H68 -1.50 3.10 0.36  -0.45
H69 1.29 -5.20 -0.90  0.47
H70 -0.10 -0.32 -5.11  0.41
H71 -2.54 1.62 1.31  -0.12
H72 -0.37 0.20 1.30  -0.68
H73 -0.70 -0.07 -2.27  -0.14
H74 3.90 6.58 0.68  0.34
H75 4.92 0.91 -3.24  0.47
H76 -1.97 -5.08 -1.41  0.01
H77 4.17 4.83 2.20  0.51
H78 4.65 -3.00 -8.13  0.31
H79 3.17 0.68 2.87  0.50
H80 -2.20 -5.24 4.73  0.49
H81 -6.78 3.04 -0.83  0.27
H82 4.90 -4.31 -6.97  0.28
H83 1.91 0.89 1.73  -0.51
H84 3.43 2.18 0.84  -0.07
H85 0.37 -4.41 5.30  0.41
H86 1.22 -5.54 -3.68  0.03
H87 -2.30 -7.98 -1.38  0.38
H88 -2.19 -6.05 0.19  0.56
H89 1.78 -4.15 -4.67  0.19
H90 -3.59 -2.74 5.75  0.29
H91 5.68 0.10 1.89  0.10
H92 2.16 0.10 -2.42  -0.36
H93 -4.86 8.54 2.51  0.27
H94 -6.62 -0.46 1.31  0.45
H95 1.42 -2.49 -3.27  -0.04
H96 2.89 -5.51 -4.32  0.30
H97 -3.36 3.63 -1.43  -0.41
H98 -5.58 -3.81 1.74  0.32
H99 0.08 1.20 -4.29  0.02
H100 1.01 2.01 -2.46  -0.57
H101 -2.20 3.55 -4.18  0.28
H102 3.47 -4.32 -8.10  0.24
H103 -0.81 6.00 -3.67  0.58
H104 -5.05 -0.03 0.69  0.22
H105 -1.19 4.87 -1.75  -0.42
H106 -4.84 3.30 -3.73  0.34
H107 -2.30 -7.05 -2.83  0.30
H108 -4.34 9.53 1.14  0.30
H109 2.07 -1.12 -5.52  0.25
H110 -3.21 7.81 -0.41  0.36
H111 4.61 -2.28 2.29  -0.21
H112 4.71 -4.50 0.53  0.02
H113 4.83 -2.36 -5.44  0.33
H114 -0.04 -2.69 -1.23  -0.04
H115 -0.31 -4.01 -2.37  0.18
H116 -3.39 1.69 2.82  0.28
H117 3.52 0.09 -1.39  -0.40
H118 -2.08 -2.19 1.93  -0.17
H119 -4.04 2.62 1.35  0.20
H120 -2.89 -0.70 1.58  -0.22
H121 4.34 -1.21 -6.70  0.44
H122 0.72 5.40 -3.26  0.41

=====

# 2
The following is a DFT calculation (wB97M-V/def2-TZVPD) of a molecular structure, C3H9N2O.

Calculated values
Total charge = +1
Energy = -8274.0100 eV
Gap between HOMO and LUMO = 8.767 eV

Last column: Mulliken charge in e.
Positions of all 15 atoms, in Å:
O1 2.22 1.03 0.80  -0.37
N1 -0.39 -1.35 0.51  -0.44
N2 -0.80 1.09 0.59  -0.35
C1 -0.92 0.61 -0.78  -0.47
C2 2.25 0.16 -0.01  0.23
C3 0.02 -0.65 -0.64  -0.82
H1 -1.98 0.28 -1.01  0.31
H2 -1.14 -2.08 0.45  0.26
H3 -0.86 -0.13 1.06  0.57
H4 -1.50 1.85 0.88  0.31
H5 0.21 1.46 0.72  0.25
H6 2.90 -0.45 -0.58  0.37
H7 0.30 -1.24 -1.43  0.56
H8 0.33 -1.87 1.09  0.29
H9 -0.63 1.30 -1.66  0.30

=====

# 3
The following is a DFT calculation (wB97M-V/def2-TZVPD) of 2 unconnected molecules or ions with the total composition C3H12N2.

Calculated values
Energy = -6283.8706 eV
Gap between HOMO and LUMO = 9.127 eV

Last column: Mulliken charge in e.
Positions of all 17 atoms, in Å:
N1 -1.81 -0.24 -0.33  -0.41
N2 1.05 -0.68 -0.40  -0.46
C1 -2.55 0.91 0.21  -0.77
C2 1.93 -1.30 0.71  -0.88
C3 1.27 0.87 -0.58  -1.01
H1 0.70 0.97 -1.53  0.38
H2 -3.28 0.62 0.94  0.31
H3 2.47 -2.19 0.45  0.32
H4 -2.33 -1.17 -0.31  0.19
H5 2.34 1.03 -0.73  0.41
H6 -2.00 1.62 0.88  0.21
H7 0.81 1.67 0.10  0.24
H8 1.33 -0.93 -1.34  0.24
H9 -0.81 -0.42 -0.27  0.36
H10 1.31 -1.61 1.56  0.29
H11 -3.00 1.47 -0.60  0.25
H12 2.57 -0.61 1.23  0.31

=====

# 4
The following is a DFT calculation (wB97M-V/def2-TZVPD) of C4H7ClN2 in the gas phase.

Calculated values
Energy = -19761.9070 eV
Gap between HOMO and LUMO = 11.265 eV

Last column: Mulliken charge in e.
Positions of all 14 atoms, in Å:
Cl1 -2.34 1.05 -0.25  -0.16
N1 -0.35 0.03 1.76  -0.64
N2 -1.35 -2.38 -0.38  -0.39
C1 1.52 -0.12 -0.61  -1.16
C2 -0.90 0.08 0.06  0.96
C3 0.31 0.81 -0.68  -0.75
C4 -1.15 -1.25 -0.29  -0.17
H1 0.64 1.67 -0.26  0.38
H2 2.26 0.41 -1.09  0.40
H3 -0.81 -0.80 2.14  0.28
H4 1.15 -1.09 -1.18  0.32
H5 1.87 -0.24 0.34  0.34
H6 -0.17 0.95 -1.71  0.32
H7 -0.67 0.87 2.15  0.26

=====

# 5
The following is a DFT calculation (wB97M-V/def2-TZVPD) of 2 unconnected molecules or ions with the total composition C5H12N2O.

Calculated values
Energy = -10405.7750 eV
Gap between HOMO and LUMO = 9.821 eV

Last column: Mulliken charge in e.
Positions of all 20 atoms, in Å:
O1 -0.63 -1.90 -0.39  -0.56
N1 1.94 -1.57 1.81  -0.51
N2 0.87 0.55 0.44  -0.19
C1 -1.24 -0.67 -0.05  0.49
C2 -2.54 -0.59 -0.84  -1.49
C3 -0.33 0.52 -0.38  -0.88
C4 2.23 -1.18 0.76  0.18
C5 1.64 1.77 0.28  -1.07
H1 -3.17 -1.44 -0.59  0.36
H2 1.06 2.67 0.49  0.32
H3 -1.46 -0.65 1.02  0.25
H4 -2.33 -0.62 -1.91  0.37
H5 2.50 1.75 0.95  0.38
H6 -0.02 0.46 -1.43  0.32
H7 -0.91 1.45 -0.26  0.34
H8 0.68 0.33 1.46  0.38
H9 2.00 1.83 -0.75  0.34
H10 0.13 -2.02 0.19  0.31
H11 -3.08 0.33 -0.61  0.39
H12 2.68 -1.00 -0.19  0.28

=====

# 6
The following is a DFT calculation (wB97M-V/def2-TZVPD) of a molecular structure, F6Pb4.

Calculated values
Total charge = +2
Energy = -37261.8487 eV
Gap between HOMO and LUMO = 5.057 eV

Last column: Mulliken charge in e.
Positions of all 10 atoms, in Å:
Pb1 11.09 -14.84 3.72  1.62
Pb2 7.21 -14.01 7.04  1.59
Pb3 11.28 -15.98 9.61  1.70
Pb4 8.18 -19.83 7.30  1.69
F1 5.71 -16.97 6.21  -0.76
F2 10.53 -12.73 6.59  -0.78
F3 9.54 -16.50 6.38  -0.84
F4 11.48 -19.30 7.76  -0.71
F5 13.37 -16.18 6.41  -0.70
F6 7.71 -16.62 9.64  -0.80

=====

Q: Among the records above, which one has the lowest energy?
A: C46H122N6O18

=====

Q: Among the records above, which one has the lowest energy?
A: C46H122N6O18

=====

Copy entry 4 word for word.
The following is a DFT calculation (wB97M-V/def2-TZVPD) of C4H7ClN2 in the gas phase.

Calculated values
Energy = -19761.9070 eV
Gap between HOMO and LUMO = 11.265 eV

Last column: Mulliken charge in e.
Positions of all 14 atoms, in Å:
Cl1 -2.34 1.05 -0.25  -0.16
N1 -0.35 0.03 1.76  -0.64
N2 -1.35 -2.38 -0.38  -0.39
C1 1.52 -0.12 -0.61  -1.16
C2 -0.90 0.08 0.06  0.96
C3 0.31 0.81 -0.68  -0.75
C4 -1.15 -1.25 -0.29  -0.17
H1 0.64 1.67 -0.26  0.38
H2 2.26 0.41 -1.09  0.40
H3 -0.81 -0.80 2.14  0.28
H4 1.15 -1.09 -1.18  0.32
H5 1.87 -0.24 0.34  0.34
H6 -0.17 0.95 -1.71  0.32
H7 -0.67 0.87 2.15  0.26